DFT (ωB97M-V/def2-TZVPD) results for a structure of composition C46H55AsCl6O5P2PbS4Si3 in a non-equilibrium geometry.

Summary:
- Kohn-Sham gap: 5.87 eV
- Total charge: -2
- Total energy: -10496.17134 Ha
- Highest occupied orbital energy: -2.09 eV
- Energy above the lowest of the compared OMol25 structures with the same formula, charge and spin: 7.8 kcal per mole
- E_LUMO: 3.8 eV
- Spin multiplicity: 1

Geometry as XYZ:
```
123
Properties=species:S:1:pos:R:3:forces:R:3:mulliken_charge:R:1
Pb -0.589935 0.839059 1.494590 0.1312 0.0986 -0.2895 2.1642
O 4.973823 -2.490370 4.961980 0.0117 -0.0168 0.0193 -0.7335
C 4.111142 -1.919869 4.328611 0.0060 0.0222 -0.0282 0.7600
S 3.126944 -0.604450 4.965000 0.0104 0.0404 -0.0111 -0.2891
C 2.120766 -0.348455 3.541810 0.0561 0.0629 0.0115 0.6224
C 2.381936 -1.119086 2.468887 -0.0924 -0.1176 0.0024 -1.3316
S 1.558675 -1.100055 0.943773 0.0891 0.0344 -0.0340 0.1290
S 3.684555 -2.293665 2.666765 0.0300 0.0647 -0.0556 -0.1112
S 0.891159 0.883783 3.723878 0.0492 -0.0031 0.0352 -0.6742
Cl -0.976964 -1.115324 -1.404687 1.1090 -0.2573 0.2279 0.8687
C -1.389669 -2.767908 -1.128747 -0.0243 0.0108 0.0893 -0.2822
C -1.485881 -3.576969 -2.256456 0.1116 -0.0173 -0.0459 -1.0910
C -1.871997 -4.897442 -2.134409 0.0136 -0.0260 0.0373 -0.7311
C -2.173419 -5.415203 -0.881913 -0.0202 0.0090 -0.0145 -1.0064
C -2.079010 -4.600938 0.232295 0.0876 -0.0218 -0.0079 -0.4002
C -1.680071 -3.263308 0.143396 0.1115 0.0106 0.0433 0.0750
P -1.607726 -2.250582 1.692784 -0.1323 -0.3383 0.0691 1.4409
C -0.350393 -3.123422 2.710126 -0.0471 0.0435 -0.0231 0.6382
C 0.367305 -4.245939 2.305121 -0.0230 -0.0781 0.0541 -0.5104
C 1.273017 -4.847434 3.165945 -0.0424 -0.0145 -0.0112 -0.7356
C 1.486465 -4.331334 4.436909 -0.0800 -0.0278 0.0353 -0.6385
C 0.811716 -3.186499 4.831326 -0.0418 -0.0907 0.0562 -0.9588
C -0.089872 -2.580476 3.967638 -0.1050 0.0082 -0.0532 -0.5571
C -3.176431 -2.891939 2.455818 0.0275 0.0862 -0.0819 0.2539
C -4.338632 -2.811596 1.682885 0.0179 0.0010 0.0033 -0.2148
C -5.567998 -3.168376 2.208410 -0.0257 0.0183 -0.0141 -0.6910
C -5.666097 -3.621395 3.517957 0.0241 -0.0194 0.0227 -0.6418
C -4.519912 -3.715767 4.289714 -0.0126 0.0084 0.0001 -0.5918
C -3.285187 -3.346726 3.766022 0.0101 -0.0271 -0.0195 -0.6255
H -1.275573 -3.147820 -3.226838 0.0168 0.0164 0.0235 0.5426
H -1.951718 -5.516654 -3.019256 0.0018 0.0010 -0.0144 0.3712
H -2.488670 -6.445443 -0.773266 0.0107 -0.0087 0.0067 0.3859
H -2.311306 -5.009083 1.207879 -0.0374 0.0094 0.0126 0.5656
H 0.237462 -4.644294 1.308331 -0.0043 -0.0037 -0.0083 0.3412
H 1.835433 -5.710392 2.830168 -0.0007 -0.0017 0.0004 0.3473
H 2.197368 -4.801536 5.105043 0.0433 0.0310 -0.0147 0.3467
H 1.005780 -2.743835 5.800211 -0.0098 -0.0047 -0.0175 0.4298
H -0.575562 -1.656186 4.264893 -0.0008 -0.0085 0.0225 0.6159
H -4.278153 -2.453459 0.661484 0.0003 0.0594 -0.0284 0.4562
H -6.457110 -3.068996 1.597420 0.0066 -0.0286 -0.0119 0.4243
H -6.628723 -3.891945 3.934908 -0.0033 -0.0021 -0.0104 0.3328
H -4.577647 -4.076795 5.309710 -0.0051 0.0229 0.0080 0.4023
H -2.408403 -3.430407 4.392454 0.0640 0.0141 -0.0081 0.3493
C 1.092769 2.258236 -4.346646 -0.0190 -0.0603 0.1300 -0.6928
Si 2.656145 2.584976 -3.357295 -0.1425 0.2357 -0.3360 0.2305
C 2.589970 4.339216 -2.667113 -0.0608 -0.0770 0.1824 -0.2520
C 4.054093 2.645747 -4.637614 0.0922 -0.1807 0.1453 -1.2382
As 2.594912 1.037430 -1.582861 0.1757 0.0473 -0.0594 0.5724
Si 3.827324 -0.773855 -2.456345 0.0796 -0.4056 -0.1732 0.5222
C 5.099807 -0.462127 -3.823556 -0.0665 0.2248 0.0084 -1.1760
C 2.547637 -1.945590 -3.188950 -0.1035 0.1453 0.0498 -0.7960
C 4.773933 -1.751416 -1.159326 -0.0655 0.1550 0.1793 -0.5106
Si 4.191243 2.050014 -0.174074 0.2962 0.1654 0.2443 0.2019
C 5.714677 2.660957 -1.120611 -0.0729 -0.0559 -0.1148 -0.9947
C 3.403927 3.505018 0.714016 -0.1378 -0.0061 -0.1139 -0.6541
C 4.838008 0.940279 1.196213 -0.1757 -0.1387 -0.0788 -0.5930
H 1.009276 2.933693 -5.203026 0.0169 0.0176 -0.0024 0.3942
H 0.191478 2.362230 -3.736377 0.0086 0.0063 -0.0125 -0.1589
H 1.099879 1.231779 -4.725511 -0.0033 0.0022 -0.0275 0.2731
H 2.214750 5.032835 -3.424671 -0.0050 -0.0243 -0.0413 0.4838
H 3.575704 4.684194 -2.347795 0.0138 0.0016 -0.0103 0.3614
H 1.928686 4.371850 -1.799833 -0.0526 0.0298 -0.0136 -0.6156
H 3.977683 3.588327 -5.187731 -0.0489 0.0164 0.0108 0.3858
H 3.973476 1.828891 -5.355999 0.0011 0.0102 -0.0123 0.3315
H 5.046244 2.595391 -4.185920 0.0043 0.0283 -0.0131 0.3105
H 4.626179 -0.211844 -4.773838 0.0046 -0.0126 -0.0046 0.2891
H 5.691595 -1.370722 -3.967000 -0.0326 -0.0429 0.0264 0.3647
H 5.784145 0.350651 -3.571502 0.0192 -0.0208 0.0002 0.2493
H 1.843007 -1.416594 -3.836310 0.0046 -0.0208 -0.0101 0.2139
H 1.968746 -2.397578 -2.379704 -0.0289 0.0037 0.0073 -0.0638
H 3.022322 -2.741949 -3.769177 0.0352 -0.0025 0.0191 0.4402
H 5.768739 -1.335077 -0.981209 -0.0066 0.0036 0.0103 0.3402
H 4.889902 -2.784826 -1.497793 0.0155 0.0147 -0.0815 0.4170
H 4.233943 -1.773379 -0.211994 -0.0191 -0.0583 -0.0210 -0.4665
H 5.451987 3.365894 -1.911646 0.0073 0.0146 -0.0019 0.1679
H 6.231994 1.818789 -1.589349 0.0128 0.0022 0.0135 0.2199
H 6.417938 3.154390 -0.443509 -0.0212 -0.0042 0.0404 0.4181
H 3.188342 4.346447 0.055086 0.0157 0.0127 0.0109 0.2745
H 4.062891 3.847948 1.516901 0.0398 -0.0277 -0.0098 0.5186
H 2.458056 3.185164 1.158461 0.0070 0.0082 0.0152 -0.2105
H 4.964353 -0.098826 0.899182 0.0423 0.0175 0.0219 0.0610
H 4.140479 0.950797 2.037870 -0.0048 -0.0207 -0.0152 0.0417
H 5.805024 1.314395 1.544653 -0.0058 0.0651 -0.0066 0.4743
C -0.224948 5.634327 0.610587 0.0171 -0.0702 0.0038 -1.3239
P -0.847864 4.165754 -0.248164 -0.1898 0.1930 -0.2453 1.2882
C -1.190099 4.664505 -1.941419 0.0989 0.0391 0.1828 -0.7485
C -2.477163 3.865489 0.440065 0.0479 -0.0587 0.0072 -0.3524
O 0.115612 3.021750 -0.132829 -0.0032 -0.0414 0.2491 -0.8667
H -0.937714 6.458126 0.548262 0.0066 -0.0005 -0.0030 0.3689
H 0.727693 5.936295 0.173327 -0.0003 -0.0064 -0.0141 0.3128
H -0.064600 5.368212 1.655777 -0.0008 0.0267 0.0305 0.2236
H -1.902913 5.491439 -1.947525 0.0124 0.0463 0.0191 0.4040
H -1.639590 3.801933 -2.450603 0.0299 0.0606 -0.0081 0.0273
H -0.278230 4.963796 -2.454220 0.0934 0.0221 -0.0048 0.2048
H -3.129097 4.718413 0.243595 0.0019 0.0200 0.0214 0.5404
H -2.406612 3.685523 1.511620 -0.0132 0.0249 0.0520 -0.1746
H -2.872958 2.971373 -0.053635 0.0074 0.0916 0.0226 -0.0956
O -3.711517 -0.959100 -1.213064 -0.5034 0.0640 0.0218 -0.2766
C -3.689256 -1.012623 -2.549510 -0.2792 0.0559 0.0097 0.1297
C -4.091198 -2.184323 -3.196781 -0.0919 0.0540 -0.0138 -0.6753
C -4.074182 -2.252817 -4.578628 -0.0235 0.0384 -0.0087 -0.4567
C -3.662303 -1.160732 -5.337161 0.0218 -0.0111 -0.0171 -0.7833
C -3.257515 -0.001570 -4.690100 0.0096 -0.0150 0.0054 -0.2691
C -3.258007 0.091226 -3.305448 -0.1017 0.0803 -0.0450 0.4181
C -2.789867 1.363437 -2.617389 0.1318 -0.2011 -0.0493 0.5356
O -2.443723 2.323106 -3.319377 -0.1835 -0.1542 -0.1534 -0.9958
O -2.762097 1.318740 -1.342230 -0.1290 0.0714 -0.1095 -0.4953
H -3.301517 -0.029857 -1.015596 -0.2165 -0.0446 0.0514 0.2162
H -4.404428 -3.028201 -2.593262 0.0076 0.0254 0.0049 0.3778
H -4.381540 -3.168956 -5.071342 -0.0165 -0.0033 0.0052 0.3830
H -3.658620 -1.215556 -6.419168 0.0221 -0.0053 0.0052 0.3814
H -2.922606 0.865597 -5.245436 0.0084 0.0129 0.0156 0.4447
Cl -4.219512 0.417898 1.828830 -0.0062 -0.0912 -0.1253 0.0032
C -3.721256 1.355473 3.213613 0.0989 0.0502 0.0577 1.1688
C -2.447798 1.898165 3.203329 0.0318 0.1489 0.1403 -2.1717
C -2.198106 2.800248 4.223994 -0.0896 -0.0368 -0.0202 1.1482
Cl -0.716214 3.739676 4.166918 0.0398 0.0058 -0.0097 -0.2157
C -3.085836 3.063572 5.265254 0.0294 0.0237 0.0297 -0.3595
Cl -2.702336 4.192981 6.525236 -0.0012 -0.0135 -0.0031 -0.2384
C -4.312761 2.405720 5.286744 0.0239 -0.0126 -0.0347 0.5576
Cl -5.417162 2.653927 6.594809 -0.0194 0.0194 -0.0054 -0.2402
C -4.649532 1.562446 4.232019 -0.0218 -0.0231 -0.0126 -0.3567
Cl -6.205346 0.801304 4.202188 -0.0019 -0.0145 0.0143 -0.2211
```
Positions in Å, forces in eV/Å.